1.
102
Properties=species:S:1:pos:R:3:mulliken_charge:R:1 method="wB97M-V/def2-TZVPD" orbital_gap_ev=5.033 homo_energy_ev=-6.80 total_energy_ev=-118091.6438 charge=0
Ba -6.98 -31.83 -11.81 1.93
C -7.73 -29.49 -16.16 -0.28
C -7.29 -28.29 -16.58 -0.01
C -6.41 -27.40 -15.73 0.41
O -5.83 -26.28 -16.16 -0.80
C -6.05 -27.78 -14.43 -0.47
C -6.53 -29.03 -13.84 0.85
C -7.44 -29.94 -14.75 0.69
O -7.87 -31.05 -14.29 -1.14
O -6.13 -29.41 -12.71 -1.17
O -7.67 -27.92 -17.78 -0.88
H -8.35 -30.05 -16.84 0.69
H -5.40 -27.05 -13.96 0.25
C -3.29 -28.79 -11.72 -0.60
N -2.98 -27.45 -12.23 1.01
O -1.93 -27.38 -12.84 -0.56
O -3.72 -26.55 -11.86 -0.55
H -4.22 -28.66 -11.16 0.20
H -2.52 -28.99 -10.97 0.41
H -3.23 -29.52 -12.52 0.09
C -6.47 -30.76 -19.16 -0.42
N -6.05 -31.81 -20.13 0.93
O -6.62 -31.93 -21.21 -0.55
O -5.25 -32.67 -19.70 -0.57
H -6.46 -31.27 -18.20 0.08
H -7.48 -30.62 -19.53 0.28
H -5.82 -29.89 -19.26 0.26
C -11.42 -29.01 -16.36 -0.25
N -12.35 -28.15 -17.20 0.95
O -13.52 -28.37 -17.14 -0.61
O -11.83 -27.39 -18.01 -0.54
H -11.31 -29.95 -16.89 0.32
H -11.91 -29.05 -15.38 0.11
H -10.49 -28.47 -16.25 -0.01
C -9.92 -24.52 -15.89 -0.72
O -10.99 -25.13 -15.13 -0.22
P -10.93 -25.06 -13.50 0.58
O -10.65 -23.72 -12.88 -0.78
O -12.33 -25.67 -13.03 -0.13
C -13.44 -24.83 -12.83 -0.81
O -9.82 -26.19 -13.10 0.24
C -8.49 -25.93 -12.60 -0.64
H -9.08 -24.19 -15.27 0.33
H -10.28 -23.70 -16.51 0.28
H -9.48 -25.27 -16.54 0.25
H -13.74 -24.37 -13.77 0.34
H -13.34 -24.07 -12.06 0.31
H -14.24 -25.52 -12.56 0.24
H -7.85 -25.70 -13.46 0.20
H -8.13 -26.80 -12.06 0.12
H -8.42 -25.10 -11.90 0.42
C -6.71 -36.70 -16.21 -0.72
O -6.62 -35.97 -15.01 -0.41
P -6.23 -34.36 -15.12 0.78
O -6.20 -33.72 -13.71 -0.57
O -4.76 -34.45 -15.81 -0.33
C -3.87 -33.30 -15.80 -0.60
O -7.13 -33.71 -16.29 0.07
C -8.55 -33.49 -16.13 -0.57
H -6.15 -36.31 -17.06 0.29
H -7.72 -36.84 -16.58 0.29
H -6.38 -37.74 -16.18 0.31
H -3.52 -32.94 -16.77 0.37
H -2.95 -33.55 -15.27 0.37
H -4.24 -32.53 -15.12 0.04
H -8.79 -32.60 -16.70 0.10
H -8.88 -33.45 -15.09 0.19
H -8.97 -34.39 -16.57 0.37
C -2.82 -29.77 -15.73 -0.08
O -1.90 -29.01 -16.51 -0.37
P -2.50 -28.04 -17.66 0.81
O -3.89 -28.26 -18.15 -0.49
O -2.20 -26.50 -17.20 -0.27
C -1.11 -26.02 -16.42 -0.70
O -1.39 -28.26 -18.88 -0.47
C -0.02 -28.38 -18.59 -0.53
H -3.70 -29.18 -15.44 0.05
H -2.30 -30.00 -14.81 0.28
H -3.15 -30.71 -16.18 0.10
H -0.33 -26.65 -16.00 0.31
H -1.42 -25.40 -15.58 0.31
H -0.56 -25.30 -17.03 0.31
H 0.57 -27.65 -19.15 0.27
H 0.48 -29.28 -18.94 0.27
H 0.17 -28.17 -17.54 0.19
C -11.10 -27.92 -10.84 -0.39
O -11.07 -29.13 -10.07 -0.38
P -10.55 -30.55 -10.66 0.49
O -9.09 -30.55 -10.98 -0.20
O -11.04 -31.59 -9.47 -0.40
C -10.35 -31.72 -8.26 -0.58
O -11.50 -30.94 -11.95 -0.34
C -10.90 -31.25 -13.16 -0.28
H -12.05 -27.42 -11.02 0.28
H -10.64 -27.98 -11.83 0.09
H -10.54 -27.25 -10.19 0.32
H -10.92 -32.16 -7.44 0.24
H -9.96 -30.74 -7.99 0.31
H -9.55 -32.44 -8.40 0.19
H -10.67 -32.32 -13.19 0.26
H -10.05 -30.63 -13.43 0.04
H -11.60 -30.90 -13.92 0.33

=====

2.
84
Properties=species:S:1:pos:R:3:lowdin_spin:R:1 method="wB97M-V/def2-TZVPD" orbital_gap_ev="7.527 / 7.205" homo_energy_ev="-5.08 / -5.08" s_squared=0.754 total_energy_ev=-115207.0709 de_lowest_ev=0.086 charge=-1 spin_multiplicity=2
Sr 1.09 0.78 0.62 0.00
C 2.18 -0.70 3.37 0.00
C 2.14 -1.91 2.43 0.00
C 3.54 -2.52 2.34 0.00
C 1.15 -2.94 2.95 0.00
O 1.67 -1.45 1.16 0.00
Ge 2.45 -1.83 -0.56 0.00
O 2.96 0.01 -0.66 0.00
C 3.70 0.60 -1.73 0.00
C 4.81 1.45 -1.11 0.00
C 4.31 -0.45 -2.65 0.00
C 2.74 1.48 -2.53 0.00
O 0.83 -1.32 -1.40 0.00
C 0.06 -2.30 -2.10 0.00
C -0.67 -3.19 -1.10 0.00
C -0.94 -1.55 -2.97 0.01
C 0.95 -3.14 -3.01 0.00
H 2.47 -0.99 4.38 0.00
H 1.20 -0.22 3.44 0.00
H 2.91 0.04 3.02 0.00
H 3.89 -2.80 3.33 0.00
H 4.24 -1.79 1.92 0.00
H 3.54 -3.40 1.70 0.00
H 1.45 -3.33 3.92 0.00
H 1.09 -3.78 2.24 0.00
H 0.16 -2.50 3.04 0.00
H 5.50 0.81 -0.56 0.00
H 4.39 2.16 -0.39 0.00
H 5.36 1.99 -1.88 0.00
H 4.96 -1.12 -2.09 0.00
H 4.89 0.03 -3.43 0.00
H 3.53 -1.06 -3.12 0.00
H 2.34 2.28 -1.89 0.00
H 1.90 0.88 -2.89 0.00
H 3.24 1.95 -3.37 0.00
H 0.05 -3.74 -0.48 0.00
H -1.31 -3.92 -1.61 0.00
H -1.29 -2.58 -0.44 0.00
H -1.64 -0.98 -2.36 0.01
H -1.52 -2.25 -3.58 0.00
H -0.42 -0.87 -3.64 0.00
H 1.67 -3.73 -2.44 0.00
H 1.51 -2.49 -3.69 0.00
H 0.34 -3.83 -3.60 0.00
N 0.57 4.02 2.93 0.00
C 1.87 3.59 2.73 0.00
N 2.90 4.14 3.36 0.00
N 3.97 3.47 2.89 0.00
N 3.61 2.58 2.04 0.00
N 2.25 2.62 1.90 0.00
C -0.57 3.30 2.65 0.00
N -1.73 3.60 3.21 0.00
N -2.59 2.71 2.68 0.00
N -1.98 1.93 1.86 0.06
N -0.67 2.28 1.79 0.00
H 0.47 4.69 3.67 0.00
C -4.34 -2.19 -0.30 0.02
Si -3.66 -0.75 0.71 0.08
C -5.11 0.23 1.38 0.00
C -2.67 -1.46 2.14 0.00
C -2.58 0.26 -0.39 0.64
Si -2.89 1.77 -1.42 0.08
C -4.10 2.96 -0.64 0.01
C -1.22 2.61 -1.65 0.00
C -3.56 1.29 -3.11 0.02
H -5.01 -2.81 0.31 0.00
H -3.54 -2.82 -0.68 0.00
H -4.91 -1.82 -1.16 0.00
H -5.68 -0.40 2.07 0.00
H -5.78 0.55 0.59 0.00
H -4.76 1.11 1.92 0.00
H -3.28 -2.13 2.74 0.00
H -2.32 -0.64 2.78 0.00
H -1.80 -2.02 1.79 0.00
H -1.52 -0.01 -0.40 0.03
H -3.80 3.19 0.39 0.00
H -5.11 2.56 -0.62 0.00
H -4.12 3.90 -1.21 0.00
H -0.85 2.95 -0.68 0.00
H -1.29 3.49 -2.30 0.00
H -0.50 1.92 -2.11 0.00
H -4.44 0.65 -3.01 0.00
H -2.82 0.73 -3.69 0.00
H -3.84 2.17 -3.69 0.00

=====

3.
93
Properties=species:S:1:pos:R:3:mulliken_charge:R:1 method="wB97M-V/def2-TZVPD" orbital_gap_ev=6.040 homo_energy_ev=-10.07 total_energy_ev=-71412.2781 charge=+1
C 3.62 -0.83 1.68 -0.30
C 3.64 -1.46 0.37 -0.10
C 4.83 -2.49 0.10 0.38
O 4.81 -3.55 0.78 -0.54
O 5.93 -2.30 -0.78 -0.35
C 5.70 -1.24 -1.74 -0.63
C 6.04 0.25 -1.16 -0.17
C 5.12 1.32 -1.98 -0.67
C 3.91 1.88 -1.05 -0.16
C 2.48 1.89 -1.80 -0.49
C 1.28 2.09 -0.72 -0.67
C 0.34 0.81 -0.83 0.62
C -0.18 0.15 -2.14 -0.46
C -1.07 -1.14 -2.07 -0.28
N -1.40 -1.70 -0.79 0.23
C -0.98 -1.14 0.48 -0.18
I -1.55 -2.05 2.38 0.15
C -0.10 0.13 0.53 -0.30
H 2.87 -1.10 2.50 0.26
H 4.48 -0.07 1.87 0.20
H 2.81 -1.23 -0.41 0.31
H 4.67 -1.28 -2.26 0.31
H 6.47 -1.40 -2.59 0.36
H 7.15 0.49 -1.41 0.38
H 5.87 0.30 -0.03 0.04
H 5.82 2.20 -2.22 0.26
H 4.76 0.87 -2.97 0.39
H 3.90 1.22 -0.11 -0.14
H 4.22 2.94 -0.72 0.32
H 2.51 2.73 -2.59 0.04
H 2.42 0.87 -2.35 0.44
H 0.74 3.09 -0.82 0.38
H 1.79 2.04 0.31 0.30
H 0.09 0.62 -3.16 0.42
H -1.41 -1.61 -3.06 0.41
H -2.00 -2.56 -0.75 0.04
H 0.23 0.57 1.53 0.31
C -4.74 -3.82 -1.16 0.60
O -3.67 -3.90 -0.56 -0.60
N -5.39 -2.65 -1.33 -0.34
N -5.35 -4.89 -1.71 -0.35
H -6.27 -2.57 -1.81 0.15
H -4.97 -1.82 -0.93 0.12
H -4.90 -5.79 -1.62 0.30
H -6.22 -4.83 -2.20 0.15
C -2.83 -7.27 0.27 0.61
O -3.46 -7.11 -0.76 -0.69
N -2.70 -8.47 0.88 -0.40
N -2.20 -6.25 0.91 -0.29
H -2.18 -8.61 1.73 0.16
H -3.15 -9.26 0.44 0.24
H -2.27 -5.33 0.50 0.20
H -1.68 -6.36 1.76 0.15
C -5.73 0.52 1.77 0.60
O -6.03 0.94 0.67 -0.76
N -5.48 -0.79 2.01 -0.26
N -5.61 1.32 2.86 -0.34
H -5.22 -1.14 2.92 0.17
H -5.55 -1.42 1.23 0.08
H -5.79 2.31 2.73 0.21
H -5.36 0.99 3.77 0.15
C 6.00 1.99 3.65 0.56
O 5.46 1.26 2.83 -0.63
N 6.82 3.01 3.31 -0.39
N 5.82 1.84 4.99 -0.42
H 7.27 3.61 3.98 0.17
H 6.99 3.15 2.33 0.21
H 5.21 1.09 5.29 0.21
H 6.25 2.43 5.67 0.16
C -6.99 2.21 -2.67 0.58
O -8.12 1.88 -2.37 -0.65
N -6.69 2.87 -3.82 -0.38
N -5.92 1.95 -1.88 -0.32
H -5.76 3.15 -4.08 0.15
H -7.46 3.08 -4.44 0.24
H -6.09 1.46 -1.01 0.41
H -4.98 2.22 -2.12 0.13
C 3.82 4.59 -4.80 0.63
O 3.91 3.51 -4.25 -0.61
N 3.82 5.76 -4.11 -0.36
N 3.70 4.73 -6.14 -0.43
H 3.74 6.66 -4.55 0.17
H 3.91 5.71 -3.11 0.21
H 3.70 3.89 -6.69 0.22
H 3.62 5.62 -6.60 0.16
C -3.09 0.87 5.81 0.72
O -4.12 0.22 5.84 -0.67
N -1.88 0.32 5.53 -0.35
N -3.05 2.21 6.05 -0.38
H -1.03 0.84 5.50 0.16
H -1.86 -0.67 5.34 0.14
H -3.93 2.66 6.26 0.23
H -2.21 2.75 6.03 0.16

=====

Question: The highest charge belongs to which entry?
Answer: C21H47IN15O9

=====

Question: Which of these has the lowest charge?
Answer: C21H47GeN9O3Si2Sr